1.
Density functional theory data (ωB97M-V/def2-TZVPD) for 2 unconnected molecules or ions with the total composition C5H13N2 in a non-equilibrium geometry.

Each line ends with the Mulliken spin population.
Atoms and positions in Å:
N  -1.1149  0.8297  0.2038  0.02
C  -0.1169  -0.1472  0.0657  0.03
C  -0.4349  -1.1068  -1.0948  -0.01
C  -1.4444  -2.1510  -0.8720  0.38
C  -1.9739  -2.5298  0.3759  0.43
C  1.3198  0.5164  -0.1294  0.00
N  1.3831  1.6433  0.6337  0.00
H  -1.6703  1.0932  -0.6043  0.00
H  0.0479  -0.7239  0.9883  0.01
H  -0.8501  1.6614  0.7268  0.00
H  2.6490  4.3767  1.5894  0.00
H  0.4832  -1.6292  -1.4117  0.06
H  -0.7294  -0.5470  -1.9961  0.02
H  -1.8395  -2.6202  -1.7656  0.02
H  -1.6986  -1.9842  1.2718  0.03
H  -2.6652  -3.3510  0.5272  0.01
H  2.1516  -0.2008  0.0353  0.00
H  1.2965  0.7827  -1.2092  0.00
H  2.8977  4.0010  2.1839  0.00
H  2.3093  2.0865  0.4811  0.00

Force components x, y, z for each atom (eV/Å):
N 0.3759 0.6736 0.1071
C 0.0656 -0.4228 -0.6680
C -0.0010 0.2880 0.3358
C -0.1923 0.2137 -0.1126
C 0.1007 0.1545 0.4745
C -1.1429 -0.9326 1.2801
N 0.1301 0.3939 -1.6889
H -0.0087 -0.2725 0.0143
H -0.1260 0.0777 0.0630
H -0.2299 -0.2152 0.3498
H 0.0300 -0.0385 0.0535
H -0.0081 -0.1966 -0.1096
H 0.0356 -0.0865 -0.0174
H 0.0235 -0.2600 -0.0538
H -0.0192 0.0160 0.0075
H -0.0245 -0.0925 -0.3467
H 0.6096 0.6126 -0.4491
H 0.1566 0.2147 -0.1071
H -0.0239 0.0199 -0.0763
H 0.2488 -0.1474 0.9439

highest occupied orbital energy (alpha / beta)	-18.639 / -18.585	eV
charge	+2
Kohn-Sham gap (alpha / beta)	6.08 / 5.75	eV
multiplicity	2

---

2.
Density functional theory data (ωB97M-V/def2-TZVPD) for a molecular structure, C2H5N2Si in a non-equilibrium geometry.

Each line ends with the natural charge from an NBO analysis.
Atoms and positions in Å:
C  -0.1524  1.3385  -0.1020  -0.63
C  -1.0216  -0.7292  0.0293  0.26
N  -1.2718  0.4911  -0.1044  -0.36
N  0.3162  -1.1573  -0.0131  -1.01
Si  1.3428  0.1463  -0.0661  1.51
H  -0.2035  2.1840  -0.8695  0.31
H  -1.8320  -1.5092  0.2502  0.24
H  0.3089  -2.1189  -0.1367  0.45
H  2.7163  -0.4297  0.1926  -0.06
H  -0.2029  1.7845  0.8197  0.28

Force components x, y, z for each atom (eV/Å):
C 0.4893 0.8178 -2.9629
C -1.6852 -1.3175 0.3281
N -0.8482 -0.0618 -0.1091
N -1.0768 1.1094 0.1176
Si 0.4991 -0.7888 0.0420
H 0.3050 -1.2930 0.8832
H 1.2593 1.2273 -0.6501
H 1.1079 -2.1967 0.0502
H -0.4359 0.9118 -0.2768
H 0.3854 1.5915 2.5777

highest occupied orbital energy	-15.093	eV
charge	+1
Kohn-Sham gap	9.21	eV

---

Computed values of relative energy (zero: lowest compared OMol25 entry of this formula, charge and spin) (unit: eV) for the preceding records, in sequence: 8.308 0.676.